Entry 1:
This record from the Open Molecules 2025 dataset describes a cluster of 5 separate species, C18H42O14P2 in total. The level of theory is the ωB97M-V functional and the def2-TZVPD basis.

```
76
Properties=species:S:1:pos:R:3:forces:R:3
C 1.5084 -4.0851 -1.0894 -0.261 -2.145 0.172
O 2.1442 -2.8787 -0.9784 2.532 3.581 -1.966
P 3.4261 -2.6142 -2.0469 -0.852 0.531 -0.243
O 4.4933 -3.6499 -1.9764 -1.533 1.507 -0.212
O 2.6942 -2.5434 -3.5666 2.077 -0.108 1.914
C 1.4223 -1.9915 -3.8531 -1.148 -0.189 1.505
O 3.9032 -1.0544 -1.7025 -0.382 -2.258 0.552
C 4.9456 -0.8889 -0.6540 0.293 -0.054 -0.725
H 1.8598 -4.6093 -0.2007 -0.355 -0.908 -0.329
H 1.7736 -4.5756 -2.0260 0.145 -0.482 0.169
H 0.4190 -4.0492 -1.0859 -0.050 0.624 0.194
H 0.7562 -2.7550 -4.2549 0.355 -0.188 -0.368
H 1.3861 -1.1127 -4.4970 0.679 -0.090 0.041
H 0.9760 -1.7625 -2.8854 -0.312 0.527 -0.089
H 5.1632 -1.7978 -0.0929 -0.390 -0.079 -0.170
H 4.7247 -0.0737 0.0349 -0.698 -0.140 -0.234
H 5.8704 -0.6015 -1.1543 -0.101 -0.123 -0.214
C 3.7077 4.0871 -9.8478 0.380 -0.594 -0.651
O 4.6982 4.7955 -9.1311 1.394 -0.478 1.844
P 6.0598 4.1625 -8.4966 0.782 -0.074 -1.760
O 7.1802 4.3202 -9.4854 -1.692 -1.053 2.017
O 5.6276 2.6336 -7.9419 -1.115 3.127 -1.615
C 6.5907 1.6626 -7.7336 1.527 -0.925 0.640
O 6.3721 4.9826 -7.1681 -0.296 -0.163 -0.223
C 5.5018 5.0111 -6.0223 0.442 -0.695 0.282
H 3.9832 3.0377 -9.9521 -0.397 -0.237 0.625
H 3.7245 4.3954 -10.8931 -0.288 0.633 0.125
H 2.7577 4.2764 -9.3480 -0.021 -0.328 -0.319
H 6.1515 0.6764 -7.5833 -0.464 0.210 -0.104
H 7.1180 1.9075 -6.8116 0.357 -0.128 0.010
H 7.3040 1.5674 -8.5523 0.008 0.245 -0.070
H 5.9427 4.4940 -5.1700 0.500 -0.380 -0.259
H 4.6052 4.4353 -6.2516 -0.424 0.770 0.139
H 5.4390 6.0308 -5.6421 -0.693 0.065 -0.678
O 0.7947 4.7193 7.3230 -2.268 -1.714 -0.846
C -0.2607 4.0634 7.2034 2.370 1.771 2.241
O -0.8495 3.7152 6.1120 -0.269 -0.529 -0.856
C -0.1530 3.9394 4.9206 0.116 -1.107 -1.656
C 0.8372 2.8080 4.5631 -0.414 0.831 -0.740
C -1.1403 3.6923 8.3585 2.257 -0.409 -0.232
H 0.3467 4.9081 4.9214 -0.138 -0.063 0.005
H -0.9777 3.8784 4.2105 0.292 0.477 -0.395
H 0.9959 2.9385 3.4926 0.659 0.429 -0.100
H 0.4176 1.8034 4.5094 -0.175 0.002 0.994
H 1.7736 2.9065 5.1123 -0.128 -0.357 -0.054
H -1.6887 4.6326 8.4145 -0.773 -0.640 0.962
H -0.3790 3.4971 9.1138 -0.579 0.665 0.784
H -1.5737 2.7087 8.1774 -0.949 0.643 -0.106
O -2.4498 -3.9617 11.3693 -0.617 -1.240 -0.845
C -3.3439 -4.6845 10.9421 0.887 2.368 -0.035
O -3.3462 -5.1735 9.6837 -1.817 -0.153 1.372
C -2.1548 -5.1028 8.9512 1.181 -1.056 0.197
C -2.3844 -5.9040 7.6748 -0.608 0.789 0.509
C -4.5193 -4.9775 11.8320 -0.018 0.141 -0.227
H -1.4108 -5.5774 9.5911 0.462 0.266 -0.151
H -1.8828 -4.0658 8.7544 0.096 -0.063 0.018
H -3.0050 -5.1954 7.1263 0.287 -0.433 -1.029
H -3.0123 -6.7792 7.8421 0.180 -0.037 0.294
H -1.4515 -6.2286 7.2139 -0.173 0.430 -0.264
H -4.3749 -4.3039 12.6767 0.312 -0.782 0.407
H -4.4522 -6.0524 11.9999 -0.362 0.078 0.679
H -5.5306 -4.7070 11.5283 0.190 -0.308 -0.926
O -5.7577 0.6201 -5.5398 -0.620 0.075 1.194
C -6.6518 0.9951 -4.7976 1.786 -1.113 -1.657
O -6.7880 0.6978 -3.5156 -0.757 -0.397 0.943
C -6.1100 -0.3389 -2.8083 0.439 -0.631 0.831
C -6.5000 -1.8207 -3.1582 -0.177 1.140 -1.037
C -7.7865 1.8137 -5.2367 -0.804 0.269 -0.459
H -6.3265 -0.1120 -1.7644 -0.587 -0.181 0.003
H -5.0417 -0.1231 -2.7922 0.230 -0.510 -0.858
H -6.5549 -1.9348 -4.2408 0.777 0.060 -0.231
H -7.5241 -2.1272 -2.9453 -0.008 0.419 0.947
H -5.7960 -2.5488 -2.7553 -0.023 0.225 0.052
H -8.6804 1.2711 -4.9293 -0.190 0.400 0.193
H -7.8204 1.8906 -6.3235 0.282 0.220 0.175
H -7.7170 2.7871 -4.7512 -0.346 0.022 -0.095
```
Positions in Å, forces in eV/Å.

Properties
SMILES string: COP(=O)(OC)OC.COP(=O)(OC)OC.CCOC(C)=O.CCOC(C)=O.CCOC(C)=O
lowest unoccupied orbital energy: 0.35 eV
HOMO energy: -10.24 eV


Entry 2:
This record from the Open Molecules 2025 dataset describes a structure of composition C18H43MnN3O5SSi. The level of theory is the ωB97M-V functional and the def2-TZVPD basis.

```
72
Properties=species:S:1:pos:R:3:forces:R:3
Mn -1.4543 1.1382 0.2973 0.066 -0.483 0.081
N -2.5740 2.0716 1.8436 0.102 0.198 -0.375
C -3.7389 2.7709 1.2425 0.227 -0.012 0.150
C -4.0737 2.1402 -0.0930 0.541 -0.295 -0.006
O -5.1147 2.3088 -0.6450 -0.179 -0.021 -0.197
O -3.0547 1.4104 -0.5720 -0.447 -0.030 -0.354
H -2.8831 1.2628 2.3863 0.027 -0.169 0.009
H -2.0589 2.6751 2.4730 0.085 0.086 -0.005
H -3.4785 3.8096 1.0549 0.021 0.100 0.032
H -4.6108 2.7458 1.8855 -0.088 0.021 0.138
C -2.0615 -0.8327 -2.4307 -0.098 0.121 0.053
C -0.5758 -0.9687 -2.1914 0.082 -0.103 -0.147
C 0.2057 -0.6236 -3.4490 0.164 0.040 0.104
C -0.2274 -2.3671 -1.7097 0.065 -0.008 0.185
O -0.2125 0.0020 -1.1144 -0.485 0.175 -0.095
Si 1.3117 0.4805 -0.5985 -0.165 0.475 0.514
S 0.5691 1.4983 1.1408 0.412 0.253 0.230
O 2.1730 -0.8199 -0.2329 0.013 -0.190 -0.107
C 3.6053 -1.0234 -0.0173 -0.007 0.149 -0.067
C 4.1577 0.1431 0.7894 -0.064 0.088 0.015
C 4.2762 -1.1259 -1.3775 -0.047 0.029 -0.090
C 3.7191 -2.3233 0.7509 -0.013 -0.108 0.077
O 2.0959 1.4420 -1.6098 -0.060 -0.030 -0.197
C 1.9309 2.7753 -2.1749 0.068 -0.038 0.023
C 2.5314 2.7009 -3.5662 0.077 -0.028 -0.078
C 0.4652 3.1718 -2.2460 -0.045 -0.055 0.010
C 2.7053 3.7344 -1.2905 0.105 0.036 0.084
H -2.3706 -1.5359 -3.2053 0.035 0.021 0.032
H -2.3206 0.1755 -2.7527 -0.022 -0.026 0.004
H -2.6347 -1.0545 -1.5275 -0.007 -0.007 -0.051
H -0.0385 -1.3449 -4.2307 0.011 0.025 0.042
H 1.2853 -0.6643 -3.2724 -0.089 -0.015 -0.029
H -0.0531 0.3702 -3.8112 -0.004 0.032 -0.002
H -0.5249 -3.0919 -2.4694 0.002 0.031 0.049
H -0.7618 -2.6081 -0.7841 0.026 -0.009 -0.102
H 0.8425 -2.4689 -1.5249 -0.067 -0.002 -0.012
H 4.0407 1.0844 0.2411 0.043 -0.101 0.055
H 5.2214 -0.0068 0.9833 -0.056 0.015 -0.004
H 3.6387 0.2262 1.7488 0.056 -0.012 -0.072
H 4.1553 -0.1935 -1.9344 0.021 -0.075 0.032
H 3.8363 -1.9429 -1.9557 0.041 0.048 0.035
H 5.3432 -1.3252 -1.2573 -0.064 0.015 -0.005
H 3.2404 -2.2329 1.7288 0.020 -0.023 -0.057
H 4.7704 -2.5780 0.9013 -0.073 0.010 0.003
H 3.2420 -3.1345 0.1966 0.037 0.031 0.034
H 1.9672 2.0058 -4.1923 0.041 0.042 0.027
H 3.5666 2.3579 -3.5089 -0.061 0.032 -0.021
H 2.5167 3.6860 -4.0372 -0.006 -0.064 0.015
H -0.1061 2.4713 -2.8536 -0.039 -0.039 -0.039
H 0.3768 4.1612 -2.6966 0.000 -0.034 0.006
H 0.0286 3.2229 -1.2476 -0.018 0.042 0.058
H 3.7476 3.4160 -1.2158 -0.057 0.039 -0.002
H 2.2748 3.7675 -0.2864 0.026 0.007 -0.056
H 2.6820 4.7403 -1.7156 -0.004 -0.056 0.047
C -3.0191 -1.5470 4.6823 0.016 0.122 0.048
C -2.4369 -1.9581 3.3365 0.097 -0.072 0.084
C -3.4774 -2.7336 2.5360 -0.076 0.032 -0.036
C -1.1751 -2.7987 3.5380 0.047 0.015 -0.033
N -2.1323 -0.6778 2.6378 -0.136 -0.210 -0.090
N -1.6331 -0.8367 1.3003 -0.177 0.250 -0.014
H -3.2593 -2.4298 5.2754 0.015 0.040 -0.014
H -3.9308 -0.9622 4.5425 0.043 -0.040 0.027
H -2.3030 -0.9452 5.2518 -0.055 -0.048 -0.021
H -3.8672 -3.5510 3.1442 0.026 0.028 -0.041
H -3.0574 -3.1882 1.6337 -0.036 0.026 0.033
H -4.3171 -2.0896 2.2591 0.050 -0.052 0.021
H -1.3975 -3.6764 4.1471 0.011 0.027 -0.053
H -0.4004 -2.2220 4.0532 -0.043 -0.047 -0.008
H -0.7681 -3.1590 2.5880 -0.007 0.013 0.061
H -1.3885 -0.2064 3.1458 0.093 -0.008 0.041
H -2.2955 -1.4067 0.7879 -0.150 -0.067 -0.008
H -0.7350 -1.3119 1.2744 0.132 -0.138 0.028
```
Positions in Å, forces in eV/Å.

Properties
charge: +1
lowest unoccupied orbital energy (spin up / spin down): -4.97 / -3.11 eV
spin multiplicity: 5
HOMO energy (spin up / spin down): -12.19 / -12.54 eV


Entry 3:
This record from the Open Molecules 2025 dataset describes a cluster of 8 separate species, C18H43N5O14 in total. The level of theory is the ωB97M-V functional and the def2-TZVPD basis.

```
80
Properties=species:S:1:pos:R:3:forces:R:3
C 10.7344 18.0316 21.7922 -1.369 -0.244 -0.828
C 10.6925 18.8311 20.5242 -0.834 -2.046 3.783
O 11.5445 19.5296 20.1862 1.595 2.465 -2.350
N 9.3765 18.7290 19.6994 1.559 0.885 0.067
H 8.7377 18.0609 20.1066 -0.250 -0.539 0.090
H 8.9613 19.6478 19.7597 -0.405 0.362 -0.002
C 9.7852 18.3994 18.2982 -0.969 0.101 0.183
H 11.7247 17.9782 22.2446 -0.135 -0.233 -0.441
H 10.2545 17.0883 21.5313 0.633 -0.813 0.414
H 10.0307 18.4464 22.5138 -0.103 0.366 0.099
H 8.8851 18.5811 17.7109 0.108 -0.777 -0.285
H 10.1495 17.3782 18.4099 0.096 -0.059 -0.963
H 10.5327 19.1089 17.9434 0.227 -0.301 0.505
C 14.5014 16.7970 13.8614 0.047 0.902 0.533
C 13.0899 16.8406 14.2867 -2.420 -3.355 -1.913
O 12.3140 15.9411 13.9860 1.108 3.214 1.620
N 12.6146 18.1508 14.9488 -0.983 -0.279 -2.277
H 13.0450 18.2365 15.8585 0.770 -0.479 2.937
H 13.0350 18.9195 14.4465 0.031 0.199 -0.693
C 11.0812 18.2897 15.0908 2.405 -1.556 -0.706
H 14.5722 17.5355 13.0629 0.427 0.369 0.062
H 14.8121 15.8509 13.4181 -0.309 -0.056 0.513
H 15.0467 17.0824 14.7610 0.748 -0.013 -0.292
H 10.9067 19.2514 15.5733 -0.332 -0.512 0.094
H 10.9996 17.3356 15.6114 -1.329 0.493 0.820
H 10.6488 18.1488 14.1002 -0.076 0.446 0.135
C 9.7318 11.3508 17.7116 0.124 1.045 -1.702
C 11.1831 11.3243 17.3412 1.422 -2.833 2.666
O 12.0202 10.6293 17.8719 -1.828 1.958 -2.021
N 11.5295 12.1624 16.0796 -0.212 -0.277 1.764
H 12.2554 11.6764 15.5726 0.831 -0.180 0.323
H 10.7012 12.0178 15.5201 -0.380 0.719 -0.435
C 11.9182 13.6334 16.2991 0.187 -0.568 -1.989
H 9.4678 12.4003 17.8418 -0.062 0.036 1.228
H 9.4099 10.6093 18.4428 0.392 0.557 0.138
H 9.1873 11.2098 16.7779 -0.234 -0.724 -0.291
H 12.6950 13.8080 17.0435 -0.423 -0.632 0.387
H 11.0296 14.2642 16.3264 0.134 -0.318 0.545
H 12.3854 13.7683 15.3236 0.140 0.796 0.077
C 17.8184 22.1582 18.0912 0.781 -0.561 -0.314
C 17.9203 21.6120 16.6636 -1.422 3.161 -0.682
O 17.6888 22.3686 15.7357 0.865 -2.804 1.360
N 18.0735 20.1260 16.4204 -0.881 -0.408 0.103
H 18.6756 19.8975 15.6423 -0.018 0.413 -1.082
H 18.5730 19.6507 17.1584 -0.070 -0.027 1.058
C 16.6689 19.4893 16.2664 -0.163 0.635 0.373
H 18.7410 22.0311 18.6574 0.251 -0.091 -0.146
H 17.0632 21.6892 18.7220 -0.268 -0.141 -0.321
H 17.6582 23.2286 17.9616 -0.131 -0.200 0.110
H 16.0281 19.8368 17.0768 0.325 -0.186 0.445
H 16.7234 18.4020 16.3219 0.184 0.183 -0.203
H 16.1863 19.9061 15.3824 0.584 -0.355 -0.324
C 12.6896 22.6934 20.0632 2.155 -0.597 -0.707
C 13.4765 22.1042 18.9235 3.146 -4.737 0.896
O 14.2775 21.1417 18.9628 -3.404 4.672 -0.861
N 13.1185 22.7189 17.5693 -1.781 -1.362 -1.507
H 12.1158 22.6956 17.4502 -0.974 -0.002 1.006
H 13.2454 23.7206 17.5937 0.949 0.582 -0.433
C 13.4431 21.9288 16.2764 1.797 0.829 0.523
H 11.8160 22.0473 20.1503 -0.517 0.732 0.050
H 12.6891 23.7712 19.9006 -1.098 -0.002 0.358
H 13.3324 22.4817 20.9177 -0.245 0.078 0.246
H 13.3911 20.8695 16.5282 0.484 0.050 0.333
H 14.4246 22.3339 16.0302 0.201 -0.883 -0.313
H 12.8122 22.1034 15.4048 -0.547 0.701 0.614
O 13.5150 12.3500 19.9361 -0.928 -0.541 0.818
C 14.4893 12.6537 19.1166 4.439 2.242 -2.310
O 15.3908 13.4878 19.4472 -1.574 -0.281 0.124
O 14.4713 12.0734 17.9714 -0.738 0.283 0.220
H 13.1791 11.6880 19.3274 -1.259 -0.898 0.491
O 14.6157 16.7376 18.7660 -0.336 1.741 0.046
C 13.6088 17.2077 18.0164 1.427 -2.212 -0.836
O 13.6634 18.2898 17.4381 2.154 6.121 -1.175
O 12.7343 16.4802 17.6249 -3.663 -3.912 0.138
H 14.3695 15.8390 18.9972 0.318 -1.164 0.515
O 10.8866 14.0056 19.2164 0.670 1.220 -6.173
C 10.6554 13.9520 20.4730 3.208 -0.572 5.439
O 9.6449 13.4806 20.8507 -5.960 -1.805 0.849
O 11.6241 14.2373 21.2211 0.875 2.052 -0.020
H 11.6971 14.5199 19.2262 0.830 -0.071 -0.503
```
Positions in Å, forces in eV/Å.

Properties
charge: +2
lowest unoccupied orbital energy: -6.80 eV
HOMO energy: -9.00 eV